1.
{
  "formula": "C39H53ClOP4Tc",
  "method": "ωB97M-V/def2-TZVPD",
  "elements": ["P", "C", "C", "H", "C", "H", "C", "H", "C", "H", "C", "H", "C", "C", "H", "C", "H", "C", "H", "C", "H", "C", "H", "C", "C", "H", "C", "H", "C", "H", "C", "H", "C", "H", "Tc", "C", "C", "H", "C", "O", "H", "C", "H", "C", "Cl", "P", "P", "C", "H", "H", "H", "C", "H", "H", "H", "C", "H", "H", "H", "C", "H", "H", "H", "C", "H", "H", "H", "C", "H", "H", "H", "P", "C", "C", "H", "H", "H", "H", "H", "H", "C", "H", "H", "H", "H", "C", "C", "C", "C", "C", "C", "C", "H", "H", "H", "H", "H", "H", "H"],
  "xyz": [[-1.4620, -0.9253, -5.4029], [-3.1348, -1.0020, -6.1605], [-3.5394, -0.2670, -7.2844], [-2.8613, 0.4584, -7.7218], [-4.7960, -0.4571, -7.8880], [-5.0683, 0.1587, -8.7515], [-5.7052, -1.3941, -7.3791], [-6.6956, -1.5257, -7.8608], [-5.2822, -2.1729, -6.2867], [-5.9940, -2.9241, -5.9167], [-4.0290, -1.9782, -5.6889], [-3.7668, -2.6009, -4.8365], [-0.8851, 0.4771, -6.3881], [-1.2108, 1.7579, -5.9195], [-1.7098, 1.8912, -4.9615], [-0.9009, 2.8973, -6.6706], [-1.1333, 3.9060, -6.3114], [-0.2626, 2.7989, -7.9159], [0.0004, 3.6832, -8.5213], [-0.0008, 1.5176, -8.4174], [0.4736, 1.3860, -9.3946], [-0.3194, 0.3777, -7.6664], [-0.1340, -0.6033, -8.0923], [-0.7899, -2.2210, -6.4974], [-1.4173, -2.7285, -7.6500], [-2.4248, -2.4119, -7.8961], [-0.7699, -3.6305, -8.5096], [-1.3182, -4.0133, -9.3777], [0.5429, -4.0525, -8.2529], [1.0378, -4.7611, -8.9476], [1.1848, -3.5083, -7.1260], [2.2212, -3.8321, -6.9589], [0.5305, -2.6223, -6.2579], [1.0733, -2.2754, -5.3798], [-0.2771, 0.0009, -0.4065], [1.5750, 0.8212, -0.7207], [2.0150, 1.1903, -1.9554], [2.1128, 0.9020, 0.2017], [1.1591, 0.8413, -3.1371], [1.9842, 0.0128, -4.0156], [1.3982, -0.4515, -4.6568], [-0.1275, 0.1651, -2.6709], [0.9567, 1.7631, -3.7476], [-0.8818, -0.6292, -3.6074], [-2.3331, -1.2671, 0.1752], [1.0474, -1.7951, 0.2136], [-1.3196, 1.9361, -0.0940], [0.5075, -2.8929, 1.5616], [-0.5301, -3.1825, 1.3948], [0.5631, -2.3489, 2.5057], [1.1648, -3.7697, 1.6053], [1.0772, -2.9081, -1.2374], [1.5743, -2.4240, -2.0802], [0.0513, -3.1383, -1.5302], [1.6015, -3.8337, -0.9847], [2.8235, -1.7019, 0.6626], [2.9400, -1.0998, 1.5634], [3.4075, -1.2543, -0.1417], [3.2099, -2.7029, 0.8670], [-2.1237, 2.2420, 1.5328], [-1.3494, 2.3121, 2.3018], [-2.7668, 1.3891, 1.7705], [-2.7126, 3.1710, 1.5060], [-0.4243, 3.5152, -0.3374], [0.0931, 3.5140, -1.2987], [0.3209, 3.6359, 0.4518], [-1.1025, 4.3735, -0.3075], [-2.7691, 2.1338, -1.2144], [-3.4240, 1.2792, -1.0818], [-2.4401, 2.1702, -2.2476], [-3.3074, 3.0473, -0.9737], [3.6568, 1.9247, -2.1254], [4.3588, 2.6860, -0.6468], [3.4579, 3.2022, -3.3716], [4.5673, 1.9261, 0.1256], [3.6759, 3.4507, -0.2402], [5.3113, 3.1734, -0.9286], [2.9306, 2.7852, -4.2389], [4.4462, 3.5738, -3.6759], [2.8722, 4.0317, -2.9540], [4.7993, 0.6738, -2.7170], [5.1441, 0.0491, -1.8776], [5.6667, 1.1678, -3.1853], [4.2688, 0.0510, -3.4516], [-2.0339, -0.9279, -3.7434], [0.6816, 0.5855, 2.2728], [0.5644, 0.1301, 3.5781], [-0.5042, -0.6981, 3.9678], [-0.6266, -1.0996, 5.2642], [0.2524, -0.6990, 6.2647], [1.3414, 0.0821, 5.8755], [1.5154, 0.5259, 4.5745], [-0.2026, 0.4317, 1.5622], [1.5339, 1.2370, 2.1150], [-1.1370, -1.0459, 3.1494], [-1.4613, -1.7267, 5.4862], [0.0374, -0.9709, 7.2881], [2.0163, 0.4019, 6.6493], [2.3641, 1.1434, 4.2733]],
  "atomic_forces_ev_per_a": [[3.39, 1.64, -4.15], [-2.02, -0.45, 1.64], [0.05, 0.54, -0.08], [-0.26, -0.01, 0.07], [0.14, -0.10, 0.32], [0.21, -0.26, 0.34], [0.68, 0.03, 0.00], [0.81, 0.03, 0.54], [-0.54, 0.04, -0.25], [0.62, 0.28, 0.06], [-0.53, -0.02, -0.01], [-0.03, 0.04, -0.08], [0.15, 1.32, -0.34], [0.39, 0.52, -0.20], [0.06, -0.07, -0.07], [0.23, 0.39, -0.23], [-0.06, -0.52, 0.08], [-0.14, -0.59, -0.08], [-0.24, -0.51, 0.55], [0.08, -0.01, 0.21], [-0.23, 0.09, 0.35], [0.24, 0.16, 0.00], [0.11, 0.24, 0.00], [1.31, -1.33, 0.61], [-0.16, -0.19, 0.08], [0.17, -0.22, -0.02], [0.07, 0.08, 0.27], [0.25, 0.22, 0.37], [-0.44, 0.57, 0.12], [-0.28, 0.58, 0.73], [0.29, -0.47, -0.42], [-0.50, 0.35, 0.23], [0.29, -0.60, -0.38], [-0.12, -0.10, -0.07], [-0.53, -1.64, -2.36], [-0.86, 0.24, -1.22], [0.71, -0.15, 2.06], [0.97, 0.62, 0.10], [0.80, 0.06, -1.31], [-0.92, -0.26, -0.05], [0.50, 0.66, 0.55], [-1.90, -2.26, -0.81], [-0.50, -0.57, 0.56], [-2.83, 0.42, -1.59], [0.78, 0.54, -0.22], [1.68, -2.55, 0.24], [-2.08, 3.55, -0.03], [-0.27, 0.16, -0.06], [0.05, -0.10, 0.04], [0.08, -0.16, -0.06], [-0.19, 0.17, -0.06], [-0.03, -0.05, 0.00], [0.00, 0.04, 0.06], [0.02, -0.02, 0.03], [-0.05, 0.05, -0.02], [-0.07, 0.34, -0.21], [0.01, 0.02, 0.05], [0.02, 0.00, -0.01], [-0.13, 0.06, -0.07], [0.25, -0.28, -0.09], [-0.17, 0.10, 0.00], [0.01, 0.14, -0.02], [0.23, -0.32, -0.06], [0.05, -0.03, -0.06], [-0.02, -0.05, 0.02], [0.01, -0.01, -0.01], [0.01, -0.17, 0.06], [0.37, -0.18, 0.15], [-0.10, -0.14, 0.01], [0.07, -0.02, -0.16], [0.01, 0.10, 0.08], [-0.91, -0.42, -0.60], [-0.15, 0.01, 0.30], [0.34, 0.22, -0.11], [-0.11, 0.30, -0.33], [0.25, -0.32, -0.17], [-0.43, -0.27, 0.06], [0.22, 0.09, 0.16], [-0.32, -0.02, -0.03], [0.13, -0.21, -0.09], [0.40, 0.00, -0.17], [-0.15, 0.22, -0.29], [-0.22, -0.28, 0.17], [0.22, 0.23, 0.22], [1.16, 0.34, 4.66], [-0.24, 0.01, -0.24], [0.20, 0.17, 0.45], [0.28, -0.04, -0.74], [-0.69, -0.31, 0.09], [-0.11, 0.18, -0.83], [0.19, 0.53, 0.26], [-0.34, -0.58, -0.10], [0.95, 0.41, 1.17], [-0.37, 0.09, -0.78], [-0.31, 0.03, 0.52], [-0.40, -0.36, 0.38], [0.34, 0.00, 0.03], [0.34, 0.10, 0.05], [-0.23, -0.12, 0.28]],
  "lowdin_spin": [0.006, 0.001, 0.000, 0.000, 0.000, 0.000, 0.000, 0.000, 0.000, 0.000, 0.000, 0.000, 0.002, 0.001, 0.000, 0.000, 0.000, 0.000, 0.000, 0.000, 0.000, 0.000, 0.000, 0.000, 0.000, 0.000, 0.000, 0.000, 0.000, 0.000, 0.000, 0.000, 0.000, 0.000, 1.675, 0.003, -0.006, 0.008, -0.006, -0.003, 0.000, -0.039, -0.001, 0.054, 0.111, 0.074, 0.055, 0.005, 0.000, 0.001, 0.001, 0.041, 0.000, 0.001, 0.007, 0.005, 0.003, 0.000, 0.000, 0.001, 0.005, 0.000, -0.001, -0.004, 0.000, 0.000, -0.001, 0.041, 0.000, 0.000, 0.006, -0.002, 0.000, -0.001, 0.000, 0.000, 0.000, 0.000, 0.000, 0.000, -0.001, 0.000, 0.000, 0.000, 0.001, 0.453, 0.053, 0.116, -0.008, 0.164, -0.009, 0.132, 0.023, 0.020, 0.004, -0.004, 0.009, -0.004, 0.005],
  "multiplicity": 4,
  "molar_mass_g_mol": 795.20,
  "homo_lumo_gap_ev": [6.575, 6.567],
  "s_squared": 3.8137,
  "total_charge": 2
}

***

2.
{
  "formula": "C2H12O5",
  "method": "ωB97M-V/def2-TZVPD",
  "elements": ["C", "C", "O", "H", "H", "H", "H", "O", "H", "H", "O", "H", "H", "O", "H", "H", "O", "H", "H"],
  "xyz": [[4.1683, -0.0839, -1.3019], [3.2743, -0.2227, -0.3237], [3.0441, 0.7661, 0.6035], [4.1591, -0.8500, -2.0706], [4.8806, 0.7311, -1.3655], [2.7892, -1.1851, -0.2030], [3.8317, 0.9066, 1.1119], [-3.8014, -0.0253, 3.0098], [-3.9995, -0.3636, 2.1559], [-3.7249, -0.7624, 3.6158], [-0.8803, -1.6581, -0.0873], [-0.8169, -2.5580, 0.2424], [-1.8203, -1.4967, -0.0122], [-3.6515, 0.8427, -0.0127], [-4.5059, 1.1926, -0.3214], [-3.0336, 1.3669, -0.5304], [-0.1332, 1.3370, -1.7938], [-0.4312, 1.2869, -0.8981], [0.6512, 0.7759, -1.8186]],
  "atomic_forces_ev_per_a": [[-0.49, -0.48, 0.06], [1.24, 0.33, -0.62], [-0.81, -0.60, 0.05], [0.44, -0.01, 0.17], [-0.36, 0.16, -0.16], [-0.72, 0.35, 0.09], [0.64, 0.26, 0.40], [0.24, 0.74, 1.18], [-0.16, -0.45, -1.12], [-0.04, -0.21, -0.06], [0.08, -0.22, 0.07], [0.31, -0.13, 0.02], [-0.39, 0.44, -0.10], [-0.62, 0.26, -0.36], [0.32, -0.32, 0.31], [0.29, -0.07, 0.02], [0.28, 0.07, -0.88], [-0.14, -0.13, 0.92], [-0.11, 0.04, 0.03]],
  "lowdin_charge": [0.014, -0.284, -0.022, 0.052, 0.062, 0.104, 0.084, -0.045, -0.014, 0.030, -0.052, 0.032, 0.017, -0.051, 0.054, 0.033, -0.050, 0.008, 0.027],
  "multiplicity": 1,
  "molar_mass_g_mol": 116.11,
  "homo_lumo_gap_ev": 10.184,
  "total_charge": 0
}

***

| no. | calculated total energy (hartree) |
| --- | --- |
| 1 | -3498.8450 |
| 2 | -459.5417 |